(1)
The following is a quantum chemistry calculation of a molecular structure, C22H26CdGe2N4S at a distorted geometry, from the Open Molecules 2025 dataset.

Geometry as XYZ:
```
56
Properties=species:S:1:pos:R:3:lowdin_charge:R:1
Cd 0.187 0.603 -2.023 1.097
N -1.035 -2.504 -5.092 0.082
C -0.842 -1.421 -4.355 -0.905
S 0.750 -0.703 -4.216 0.440
N -2.029 -0.987 -3.844 -0.027
N -1.835 0.133 -3.094 -0.167
C -2.837 0.889 -2.683 -0.108
C -2.577 2.066 -1.890 -0.267
C -3.602 2.797 -1.243 -0.011
C -3.292 3.875 -0.453 -0.043
C -1.970 4.293 -0.343 -0.052
C -0.990 3.542 -0.949 -0.136
N -1.259 2.449 -1.702 -0.010
H -0.251 -2.961 -5.533 0.097
H -1.928 -3.032 -5.087 0.137
H -3.876 0.640 -2.898 0.127
H -4.640 2.547 -1.404 0.120
H -4.066 4.426 0.072 0.122
H -1.660 5.133 0.284 0.120
H 0.053 3.861 -0.881 0.115
C -2.599 -0.498 0.946 -0.245
Ge -0.995 -1.728 1.085 0.722
C -0.918 -3.234 -0.317 -0.211
C -0.933 -2.475 2.899 -0.237
Ge 0.933 -0.315 0.437 0.854
C 1.233 1.176 1.745 -0.365
C 0.235 1.571 2.650 -0.129
C 0.281 2.833 3.203 -0.091
C 1.294 3.705 2.877 -0.080
C 2.332 3.297 2.045 -0.077
C 2.309 2.025 1.506 -0.135
C 2.627 -1.401 0.419 -0.382
C 2.603 -2.527 1.263 -0.135
C 3.676 -3.402 1.263 -0.084
C 4.763 -3.219 0.412 -0.068
C 4.719 -2.160 -0.498 -0.067
C 3.683 -1.204 -0.445 -0.133
H -3.332 -0.804 1.730 0.033
H -3.089 -0.518 -0.036 0.005
H -2.257 0.517 1.182 -0.009
H -1.572 -4.056 0.045 0.034
H 0.092 -3.578 -0.384 -0.005
H -1.257 -2.791 -1.236 -0.017
H -1.741 -3.237 3.009 0.048
H -1.139 -1.668 3.622 0.027
H -0.018 -2.980 3.121 -0.008
H -0.562 0.891 2.916 0.080
H -0.445 3.074 3.986 0.117
H 1.306 4.751 3.232 0.121
H 3.172 3.977 1.878 0.116
H 3.129 1.701 0.914 0.086
H 1.730 -2.750 1.920 0.078
H 3.708 -4.264 1.944 0.116
H 5.551 -3.951 0.402 0.106
H 5.502 -2.034 -1.230 0.103
H 3.677 -0.367 -1.172 0.100
```

multiplicity: 2
net charge: +1
⟨S²⟩: 0.759
orbital gap (spin up / spin down): 0.272 / 0.171 Eh



(2)
The following is a quantum chemistry calculation of 2 unconnected molecules or ions with the total composition C21H23Cl2NO2S at a distorted geometry, from the Open Molecules 2025 dataset.

Geometry as XYZ:
```
50
Properties=species:S:1:pos:R:3:lowdin_charge:R:1
Cl 0.756 -1.130 5.794 0.670
C 0.017 -0.559 4.351 -0.689
C 0.175 0.784 3.985 -0.098
C -0.377 1.230 2.778 -0.060
C -1.098 0.347 1.963 -0.269
S -1.759 0.968 0.376 0.560
C -3.494 1.430 0.588 -0.813
Cl -3.692 2.789 1.577 0.553
O -1.047 2.186 0.057 -0.382
O -1.732 -0.174 -0.520 -0.367
C -1.328 -0.970 2.391 -0.058
C -0.786 -1.423 3.596 -0.103
H 0.727 1.475 4.629 0.108
H -0.231 2.269 2.461 0.114
H -3.904 0.558 1.119 0.018
H -1.920 -1.651 1.771 0.118
H -0.977 -2.438 3.946 0.106
C -2.383 5.406 -6.893 -0.203
C -2.139 3.899 -6.821 -0.174
C -1.925 3.366 -5.403 -0.131
N -2.859 3.889 -4.399 -0.083
C -3.183 3.101 -3.376 0.013
C -4.078 3.463 -2.333 -0.049
C -4.714 2.610 -1.449 -0.043
C -6.067 2.969 -1.016 -0.218
C -7.183 2.109 -1.211 -0.027
C -8.464 2.502 -0.874 -0.087
C -8.686 3.777 -0.292 -0.073
C -7.598 4.673 -0.144 -0.069
C -6.314 4.286 -0.569 -0.046
C -3.202 5.312 -4.460 -0.128
C -3.426 5.858 -5.874 -0.175
H -1.448 5.960 -6.739 0.116
H -2.738 5.669 -7.897 0.114
H -2.981 3.370 -7.282 0.118
H -1.244 3.664 -7.403 0.116
H -2.015 2.273 -5.418 0.129
H -0.915 3.639 -5.065 0.138
H -2.800 2.076 -3.411 0.154
H -4.377 4.507 -2.269 0.085
H -4.305 1.610 -1.190 0.074
H -7.013 1.137 -1.674 0.117
H -9.327 1.867 -1.100 0.105
H -9.706 4.091 -0.010 0.105
H -7.772 5.683 0.243 0.103
H -5.492 5.003 -0.529 0.112
H -4.097 5.535 -3.869 0.117
H -2.370 5.863 -4.002 0.142
H -3.430 6.955 -5.818 0.119
H -4.429 5.556 -6.208 0.120
```

multiplicity: 1
net charge: 0
orbital gap: 0.199 Eh



(3)
The following is a quantum chemistry calculation of a gas-phase ion, C5H16N3 (charge +1) at a distorted geometry, from the Open Molecules 2025 dataset.

Geometry as XYZ:
```
24
Properties=species:S:1:pos:R:3:lowdin_charge:R:1
C -2.074 0.136 -0.058 -0.220
N -1.233 -0.070 1.111 -0.063
C -0.129 0.912 1.344 -0.180
C 1.188 0.127 1.534 -0.178
C 2.340 0.535 0.598 -0.269
N 2.427 -0.159 -0.684 0.001
C -1.279 0.152 -1.340 -0.095
N -0.946 -1.299 -1.713 0.215
H -2.848 0.907 0.011 0.135
H -2.700 -0.757 -0.101 0.117
H -1.868 0.022 1.896 0.118
H -0.311 1.557 2.192 0.121
H -0.033 1.472 0.426 0.088
H 1.572 0.166 2.558 0.109
H 0.952 -0.926 1.411 0.092
H 2.208 1.579 0.350 0.108
H 3.299 0.471 1.104 0.111
H 2.482 -1.169 -0.691 0.066
H 1.668 0.118 -1.290 0.030
H -1.770 0.554 -2.220 0.141
H -0.315 0.591 -1.166 0.082
H -0.321 -1.716 -1.011 0.165
H -0.556 -1.369 -2.650 0.176
H -1.753 -1.835 -1.612 0.129
```

multiplicity: 1
energy relative to the best compared isomer or geometry (same formula, charge and spin): 231.68 kJ/mol
net charge: +1
SMILES: NCCCNCC[NH3+]
orbital gap: 0.328 Eh



(4)
The following is a quantum chemistry calculation of 2 unconnected molecules or ions with the total composition C9H21N, from the Open Molecules 2025 dataset.

Geometry as XYZ:
```
31
Properties=species:S:1:pos:R:3:lowdin_charge:R:1
C -2.037 0.638 -0.015 -0.571
C -3.418 1.092 0.461 -0.071
C -1.504 1.637 -1.046 -0.054
C -1.085 0.583 1.189 -0.039
C -0.995 -1.224 -1.477 -0.024
C -2.126 -0.764 -0.595 -0.395
N -3.125 -1.467 -0.292 0.155
H -3.125 -2.408 -0.682 0.058
H -3.819 0.377 1.172 0.072
H -3.351 2.070 0.933 0.081
H -4.104 1.152 -0.379 0.083
H -1.522 2.639 -0.623 0.085
H -0.481 1.413 -1.334 0.073
H -2.128 1.635 -1.938 0.089
H -1.023 1.564 1.655 0.088
H -1.454 -0.128 1.924 0.091
H -0.084 0.284 0.888 0.056
H -0.030 -0.973 -1.045 0.058
H -1.046 -2.302 -1.628 0.079
H -1.070 -0.738 -2.449 0.085
C 2.869 -0.469 0.174 -0.341
C 4.233 -0.440 -0.503 -0.126
C 2.994 -0.478 1.693 -0.123
H 2.325 -1.361 -0.149 0.093
H 2.294 0.407 -0.138 0.090
H 4.815 -1.314 -0.223 0.070
H 2.013 -0.510 2.163 0.057
H 4.126 -0.431 -1.586 0.066
H 4.786 0.449 -0.206 0.070
H 3.511 0.415 2.036 0.072
H 3.559 -1.348 2.021 0.071
```

multiplicity: 1
energy relative to the best compared isomer or geometry (same formula, charge and spin): 8.36 kJ/mol
net charge: 0
SMILES: [H]/N=C(\C)C(C)(C)C.CCC
orbital gap: 0.381 Eh



(5)
The following is a quantum chemistry calculation of a gas-phase ion, C2HO5S (charge -1) at a distorted geometry, from the Open Molecules 2025 dataset.

Geometry as XYZ:
```
9
Properties=species:S:1:pos:R:3:lowdin_charge:R:1
C -1.510 1.184 -0.007 -0.602
C 0.027 2.021 0.249 -0.452
O -1.637 0.236 0.819 -0.048
O -2.223 1.522 -0.923 0.051
O 2.215 0.807 -0.934 -0.479
O 0.944 -0.463 0.681 -0.323
O 0.126 3.149 0.637 -0.032
S 1.624 0.954 0.394 0.882
H 0.035 -0.399 0.369 0.004
```

multiplicity: 3
energy relative to the best compared isomer or geometry (same formula, charge and spin): 27.00 kJ/mol
net charge: -1
⟨S²⟩: 2.012
orbital gap (spin up / spin down): 0.207 / 0.283 Eh



(6)
The following is a quantum chemistry calculation of C3H7NO in the gas phase at a distorted geometry, from the Open Molecules 2025 dataset.

Geometry as XYZ:
```
12
Properties=species:S:1:pos:R:3:lowdin_charge:R:1
C -1.168 0.953 0.544 -0.078
C -0.193 0.146 -0.264 -0.408
C 0.697 -0.837 0.521 -0.053
H -1.833 0.272 1.169 0.091
H -0.645 1.684 1.224 0.092
H -1.814 1.570 -0.138 0.085
H 1.716 -0.438 0.751 0.097
H 0.724 -1.837 0.019 0.084
H 0.188 -1.001 1.504 0.079
H 1.369 -0.840 -1.653 0.056
N 0.000 0.487 -1.487 -0.003
O 0.958 -0.159 -2.188 -0.042
```

multiplicity: 1
energy relative to the best compared isomer or geometry (same formula, charge and spin): 249.39 kJ/mol
net charge: 0
SMILES: CC(C)=NO
orbital gap: 0.380 Eh



Please write out number 3 again, unchanged.
The following is a quantum chemistry calculation of a gas-phase ion, C5H16N3 (charge +1) at a distorted geometry, from the Open Molecules 2025 dataset.

Geometry as XYZ:
```
24
Properties=species:S:1:pos:R:3:lowdin_charge:R:1
C -2.074 0.136 -0.058 -0.220
N -1.233 -0.070 1.111 -0.063
C -0.129 0.912 1.344 -0.180
C 1.188 0.127 1.534 -0.178
C 2.340 0.535 0.598 -0.269
N 2.427 -0.159 -0.684 0.001
C -1.279 0.152 -1.340 -0.095
N -0.946 -1.299 -1.713 0.215
H -2.848 0.907 0.011 0.135
H -2.700 -0.757 -0.101 0.117
H -1.868 0.022 1.896 0.118
H -0.311 1.557 2.192 0.121
H -0.033 1.472 0.426 0.088
H 1.572 0.166 2.558 0.109
H 0.952 -0.926 1.411 0.092
H 2.208 1.579 0.350 0.108
H 3.299 0.471 1.104 0.111
H 2.482 -1.169 -0.691 0.066
H 1.668 0.118 -1.290 0.030
H -1.770 0.554 -2.220 0.141
H -0.315 0.591 -1.166 0.082
H -0.321 -1.716 -1.011 0.165
H -0.556 -1.369 -2.650 0.176
H -1.753 -1.835 -1.612 0.129
```

multiplicity: 1
energy relative to the best compared isomer or geometry (same formula, charge and spin): 231.68 kJ/mol
net charge: +1
SMILES: NCCCNCC[NH3+]
orbital gap: 0.328 Eh



> Look up the net charge of the fourth one.

0



> Among the records above, which one has the lowest net charge?

C2HO5S



Copy entry 6 word for word.
The following is a quantum chemistry calculation of C3H7NO in the gas phase at a distorted geometry, from the Open Molecules 2025 dataset.

Geometry as XYZ:
```
12
Properties=species:S:1:pos:R:3:lowdin_charge:R:1
C -1.168 0.953 0.544 -0.078
C -0.193 0.146 -0.264 -0.408
C 0.697 -0.837 0.521 -0.053
H -1.833 0.272 1.169 0.091
H -0.645 1.684 1.224 0.092
H -1.814 1.570 -0.138 0.085
H 1.716 -0.438 0.751 0.097
H 0.724 -1.837 0.019 0.084
H 0.188 -1.001 1.504 0.079
H 1.369 -0.840 -1.653 0.056
N 0.000 0.487 -1.487 -0.003
O 0.958 -0.159 -2.188 -0.042
```

multiplicity: 1
energy relative to the best compared isomer or geometry (same formula, charge and spin): 249.39 kJ/mol
net charge: 0
SMILES: CC(C)=NO
orbital gap: 0.380 Eh